No. 1
The following is a quantum chemistry calculation of a structure of composition C24H46CuO12S5, from OMol25.

Values from the calculation:
HOMO, eV: -10.39
Gap between HOMO and LUMO, eV: 8.7
Total charge: +1
2S+1: 1

Atoms and positions in Å:
Cu (-0.03375, -0.16210, 0.03822)
C (-2.52351, 3.57588, -3.82251)
C (-2.76243, 2.28769, -4.59969)
C (-2.23745, 1.10485, -3.76765)
S (-0.72580, 1.73033, -2.99822)
O (0.48978, 1.49655, -3.76338)
O (-0.68290, 1.48863, -1.56466)
C (-1.11400, 3.52203, -3.27082)
H (-3.22717, 3.59032, -2.98481)
H (-2.74489, 4.40338, -4.49371)
H (-2.23817, 2.25935, -5.55900)
H (-3.80298, 2.05635, -4.82670)
H (-2.04818, 0.14349, -4.23890)
H (-2.90254, 0.92530, -2.91917)
H (-0.39604, 3.78015, -4.04935)
H (-0.94391, 4.10136, -2.36968)
C (2.58884, -3.84243, 2.98750)
C (3.11494, -4.18366, 1.56440)
C (2.28468, -3.49099, 0.50903)
S (0.63334, -3.46681, 1.23048)
O (-0.16866, -4.51979, 0.61139)
O (0.16547, -2.08763, 1.26525)
C (1.06957, -4.00109, 2.91838)
H (2.84168, -2.82945, 3.30338)
H (3.05803, -4.53606, 3.68108)
H (2.99342, -5.26418, 1.45601)
H (4.18690, -4.01405, 1.47126)
H (2.14384, -4.07412, -0.40036)
H (2.44993, -2.46293, 0.18796)
H (0.76975, -5.03211, 3.07681)
H (0.50158, -3.28901, 3.51373)
C (2.92800, 4.67676, 1.96792)
C (1.67807, 4.86893, 1.06180)
C (1.81693, 3.94080, -0.13744)
S (2.54557, 2.39584, 0.50925)
O (3.61453, 1.96878, -0.36619)
O (1.50875, 1.45847, 0.85992)
C (3.22928, 3.18169, 2.01607)
H (2.75899, 4.97279, 3.00177)
H (3.76754, 5.24626, 1.57397)
H (1.63069, 5.87776, 0.65772)
H (0.80529, 4.60495, 1.65821)
H (2.50348, 4.30390, -0.89661)
H (0.86788, 3.58882, -0.54245)
H (4.29246, 2.96313, 2.08932)
H (2.71540, 2.67589, 2.83489)
C (0.52413, 1.22420, 4.79059)
C (0.45356, -0.27507, 4.48465)
C (-1.00088, -0.68174, 4.23152)
S (-1.62976, 0.68699, 3.23010)
O (-3.00251, 1.00829, 3.52079)
O (-1.27829, 0.40452, 1.84315)
C (-0.53503, 1.94863, 3.93548)
H (1.50439, 1.55826, 4.46000)
H (0.33810, 1.37574, 5.85116)
H (0.91805, -0.97107, 5.18044)
H (0.95389, -0.43649, 3.52057)
H (-1.61820, -0.59709, 5.13069)
H (-1.14583, -1.63454, 3.73651)
H (-1.19199, 2.55588, 4.56087)
H (-0.14660, 2.66106, 3.21139)
C (-4.14229, -1.30411, 0.79968)
C (-3.72196, -2.78168, 1.01747)
C (-3.32168, -3.38106, -0.32563)
S (-3.10282, -2.01582, -1.51678)
O (-3.47569, -2.48122, -2.83437)
O (-1.82400, -1.36019, -1.31920)
C (-4.37167, -0.98985, -0.67110)
H (-3.37760, -0.62016, 1.15867)
H (-5.10257, -1.11059, 1.28000)
H (-4.54750, -3.34292, 1.45152)
H (-2.93713, -2.78551, 1.77361)
H (-4.16569, -3.96258, -0.69308)
H (-2.41815, -3.98907, -0.32291)
H (-5.30338, -1.34350, -1.11718)
H (-4.26729, 0.07423, -0.87075)
O (1.61417, -1.09346, -1.42203)
C (1.76324, -1.05928, -2.61961)
O (0.75548, -1.31386, -3.44176)
C (1.18646, -1.41234, -4.80016)
C (2.73061, -1.30447, -4.76743)
C (2.99556, -0.66092, -3.41743)
H (0.67527, -0.68560, -5.42932)
H (0.91575, -2.37748, -5.23232)
H (2.99124, -0.65467, -5.60043)
H (3.17252, -2.29492, -4.83581)
H (2.83642, 0.41693, -3.52518)
H (3.89746, -0.92747, -2.88081)

Cartesian forces, eV/Å:
Cu 0.0 -0.1 -0.3
C -0.7 -0.5 0.2
C 0.4 -1.5 -0.5
C 0.1 0.2 0.8
S 0.7 1.7 0.0
O -0.8 -0.4 0.2
O -0.1 -0.3 -0.1
C 0.2 -0.6 -0.7
H -0.1 0.2 -0.1
H 0.3 0.3 0.3
H 0.0 0.3 0.0
H -0.1 0.4 0.1
H 0.1 0.1 -0.3
H 0.1 0.0 0.0
H 0.1 0.2 0.2
H 0.0 -0.1 0.1
C 0.1 0.1 -0.5
C 0.5 -0.2 0.5
C -1.0 0.0 -0.3
S -0.1 -1.4 -0.7
O 0.2 1.1 0.5
O -0.2 -0.3 0.3
C 0.2 0.7 -0.4
H 0.1 0.0 -0.2
H -0.2 0.0 0.2
H -0.1 0.0 -0.2
H -0.1 0.3 0.0
H 0.2 -0.1 0.0
H 0.6 0.0 0.5
H -0.3 0.0 -0.2
H 0.1 -0.3 0.4
C -0.3 -0.3 -0.3
C 0.6 -0.2 0.1
C -0.2 -1.2 0.5
S 1.4 1.4 -0.6
O -0.4 0.0 0.3
O -0.5 -0.3 0.4
C -0.1 -0.7 -0.1
H -0.1 0.4 -0.1
H 0.1 -0.1 0.0
H -0.3 0.2 0.5
H -0.3 0.2 -0.2
H 0.0 0.0 -0.1
H 0.0 0.3 -0.3
H 0.0 -0.2 -0.2
H 0.0 0.1 0.0
C -0.1 -0.4 -0.4
C -0.3 -0.8 -1.4
C -0.3 1.2 0.6
S 0.4 -0.3 -0.7
O 0.3 -0.1 0.0
O 0.0 0.4 0.3
C -0.5 0.3 0.8
H 0.1 0.2 0.6
H 0.2 0.3 0.0
H 0.1 0.4 0.4
H 0.1 0.0 0.1
H 0.1 -0.3 0.1
H -0.1 0.1 -0.2
H -0.1 -0.2 0.1
H 0.1 -0.5 -0.5
C -0.7 0.1 -0.2
C 0.1 0.6 0.2
C 0.1 0.1 -0.1
S -0.7 -0.3 1.0
O 0.2 0.5 0.3
O 0.1 -0.1 -0.1
C 0.5 -0.7 -0.9
H -0.1 0.0 0.2
H 0.3 0.2 0.4
H 0.0 -0.1 -0.1
H 0.2 -0.2 -0.3
H 0.2 0.0 -0.4
H 0.0 0.1 0.0
H -0.1 0.0 0.3
H 0.2 -0.1 -0.2
O 0.0 0.2 0.4
C 0.2 0.3 -0.2
O -0.6 -0.6 -0.2
C 0.5 -0.6 -0.5
C -0.7 0.5 -0.3
C -1.0 -0.1 0.2
H 0.2 0.5 0.4
H -0.3 -0.1 0.5
H 0.6 -0.3 0.0
H 0.1 0.1 -0.2
H 0.5 0.1 0.3
H 0.2 0.2 -0.1

=====

No. 2
The following is a quantum chemistry calculation of a structure of composition C24H46F3NiO12S5, from OMol25.

Values from the calculation:
HOMO (spin up / spin down), eV: -11.13 / -11.17
Gap between HOMO and LUMO (spin up / spin down), eV: 9.4 / 9.4
Total charge: +1
Energy relative to the best compared isomer or geometry (same formula, charge and spin), eV: 0.0000
2S+1: 3

Atoms and positions in Å:
Ni (-0.63655, 0.07223, 0.08162)
C (0.51457, 1.24883, -2.60029)
O (1.73342, 0.51369, -2.53374)
O (-0.37755, 0.68647, -1.78477)
C (0.76006, 2.73967, -2.26239)
F (1.45041, 3.36697, -3.23068)
F (-0.39692, 3.40020, -2.10171)
F (1.45854, 2.88628, -1.12143)
C (2.68521, 0.73768, -3.55609)
C (3.93191, -0.08327, -3.23008)
H (4.51313, 0.42330, -2.46036)
H (3.71915, -1.10521, -2.91517)
H (4.55443, -0.18946, -4.12204)
H (3.02468, 1.76963, -3.64697)
H (2.29299, 0.41800, -4.52909)
H (0.13784, 1.23572, -3.64203)
C (-2.22909, 5.14204, 0.14428)
C (-1.23650, 5.59509, 1.22572)
C (-0.43586, 4.32872, 1.55305)
S (-1.66900, 3.02377, 1.59019)
O (-2.17382, 2.77953, 2.91638)
O (-1.16695, 1.86364, 0.86354)
C (-2.95976, 3.90348, 0.64402)
H (-1.72579, 4.94663, -0.80117)
H (-2.95621, 5.93087, -0.06374)
H (-1.76497, 5.96221, 2.10697)
H (-0.55789, 6.36244, 0.86307)
H (0.10324, 4.24248, 2.49180)
H (0.18729, 4.10932, 0.68528)
H (-3.66547, 4.12446, 1.44141)
H (-3.31532, 3.26460, -0.15614)
C (4.96601, 0.69197, 1.87453)
C (4.27606, 0.47493, 3.25486)
C (2.75344, 0.47495, 3.12314)
S (2.41187, 1.19999, 1.49429)
O (2.39165, 2.64017, 1.58515)
O (1.29746, 0.51668, 0.88081)
C (3.92684, 0.59026, 0.77264)
H (5.79144, 0.00462, 1.71912)
H (5.37118, 1.70518, 1.89642)
H (4.49324, 1.33852, 3.88180)
H (4.67844, -0.42908, 3.70336)
H (2.18393, 0.99688, 3.88938)
H (2.29495, -0.51534, 3.04569)
H (4.10385, 1.02950, -0.20501)
H (3.67093, -0.46333, 0.60893)
C (-2.19498, -1.35402, 5.01214)
C (-2.43410, -2.78408, 4.51828)
C (-2.00333, -2.89100, 3.06643)
S (-0.63059, -1.70238, 2.90239)
O (-1.03715, -0.67476, 1.94626)
O (0.65691, -2.34883, 2.72768)
C (-0.76805, -1.02493, 4.57634)
H (-2.38331, -1.26541, 6.07923)
H (-2.82585, -0.59182, 4.54071)
H (-3.45905, -3.12718, 4.65037)
H (-1.80870, -3.42479, 5.14613)
H (-2.73576, -2.47958, 2.37115)
H (-1.61695, -3.85547, 2.75086)
H (-0.51161, 0.03000, 4.63945)
H (-0.06075, -1.58591, 5.19351)
C (0.71744, -4.42794, -2.70233)
C (1.45360, -5.09839, -1.53924)
C (1.10360, -4.29405, -0.27438)
S (1.19310, -2.54708, -0.83828)
O (2.52120, -2.05498, -0.57389)
O (0.01028, -1.84896, -0.34752)
C (0.99826, -2.93880, -2.59509)
H (-0.34307, -4.68361, -2.69328)
H (1.08259, -4.70616, -3.69213)
H (2.53859, -5.07981, -1.65908)
H (1.17728, -6.13314, -1.34412)
H (1.81385, -4.31551, 0.54519)
H (0.05591, -4.44796, -0.02198)
H (2.00215, -2.69931, -2.95779)
H (0.33795, -2.20370, -3.05287)
C (-3.66420, 0.26524, -3.69719)
C (-2.62041, -0.84336, -3.64965)
C (-3.07060, -1.81025, -2.54124)
S (-3.72098, -0.74846, -1.22469)
O (-2.63890, -0.44850, -0.29857)
O (-4.96157, -1.24705, -0.69450)
C (-3.94422, 0.72723, -2.26693)
H (-4.60815, -0.14159, -4.07281)
H (-3.39747, 1.09393, -4.34851)
H (-1.61280, -0.47122, -3.46184)
H (-2.60124, -1.47606, -4.53865)
H (-2.31930, -2.48765, -2.14571)
H (-3.96443, -2.35366, -2.85411)
H (-3.19732, 1.41965, -1.87510)
H (-4.93843, 1.12542, -2.07920)

Cartesian forces, eV/Å:
Ni 0.7 0.4 -0.7
C -0.3 -0.5 0.3
O 0.1 0.5 0.1
O -0.6 -0.1 0.2
C 0.4 -0.5 0.3
F -0.1 0.2 -0.1
F -0.2 0.1 -0.1
F -0.1 0.1 0.0
C 0.8 -0.7 -0.2
C 0.0 0.0 -0.3
H 0.1 -0.2 0.1
H -0.2 0.1 0.2
H 0.0 0.3 0.0
H -0.4 0.1 0.1
H -0.2 0.1 0.0
H 0.2 0.1 -0.2
C -0.5 0.8 -0.1
C 0.1 -0.6 0.2
C -0.4 -0.2 -0.4
S -0.3 -0.3 -0.4
O 0.2 0.1 0.1
O -0.3 0.8 0.0
C 1.2 -0.2 0.4
H 0.2 -0.1 0.1
H 0.0 0.0 0.0
H 0.0 0.1 0.0
H -0.1 0.1 0.0
H 0.1 0.3 0.0
H 0.3 -0.2 0.3
H -0.4 0.0 -0.3
H -0.3 -0.1 0.2
C -0.1 1.0 0.1
C 0.0 0.5 0.0
C -0.6 -0.7 -0.8
S 0.7 0.2 0.5
O 0.0 -0.3 0.1
O -0.4 -0.1 -0.2
C -0.5 -1.0 0.2
H 0.0 -0.1 -0.1
H 0.2 -0.1 -0.2
H 0.4 -0.3 0.2
H -0.3 0.0 0.3
H 0.3 0.4 0.0
H 0.3 -0.1 0.0
H 0.1 0.3 0.2
H 0.0 0.1 -0.2
C -0.2 0.6 -0.7
C -0.1 -0.2 0.5
C 0.6 0.8 -0.3
S 0.3 0.1 0.4
O -0.1 -0.4 0.8
O -0.6 0.2 0.0
C 0.1 -0.3 0.6
H 0.4 0.0 0.1
H -0.3 -0.4 -0.1
H 0.0 0.1 -0.1
H 0.0 -0.2 -0.1
H -0.1 -0.3 0.0
H -0.1 -0.1 0.0
H 0.0 0.0 -0.4
H 0.1 0.0 -0.2
C 0.1 0.1 -0.5
C 0.3 0.1 0.8
C -0.1 1.2 -1.0
S 0.0 -1.3 -0.2
O -0.4 0.1 0.0
O 0.0 -0.1 0.0
C 0.7 1.0 0.4
H -0.1 0.2 0.2
H 0.1 -0.4 0.2
H 0.0 0.0 -0.3
H -0.1 -0.1 -0.4
H -0.2 -0.4 0.2
H 0.1 -0.1 0.5
H -0.1 -0.2 -0.2
H -0.3 -0.2 0.1
C -0.7 -0.1 0.0
C 0.2 -0.9 0.2
C -0.6 0.6 0.3
S 0.4 0.3 -1.0
O -0.1 -0.2 0.5
O 0.3 0.1 0.0
C 0.3 -0.1 0.6
H 0.1 0.0 -0.2
H 0.1 0.0 0.1
H -0.1 0.1 0.2
H 0.0 0.5 -0.3
H 0.1 0.1 0.1
H 0.2 -0.2 -0.1
H 0.1 0.0 -0.2
H -0.1 -0.1 -0.1

=====

Calculated calculated total energy (hartree), listed in the same order as above: -5476.15775; -5643.62368